The following is a quantum chemistry calculation of C15H30LiO15 as an isolated structure in a non-equilibrium geometry, from the Open Molecules 2025 dataset.

ORCA input file:
```
! wB97M-V def2-TZVPD RIJCOSX def2/J DEFGRID3
* xyz 1 1
Li 0.1453 -0.0898 -0.2389
C 1.3501 1.4245 3.5188
O 2.4261 1.3378 2.6876
C 2.2775 1.5426 1.3800
O 1.1774 1.3447 0.8379
O 3.3700 1.7728 0.6790
C 3.2190 2.0466 -0.7717
H 0.5866 1.0593 3.0749
H 1.0400 2.4929 3.8861
H 1.6183 0.9575 4.4302
H 2.5684 1.3208 -1.3488
H 4.1931 2.1536 -0.9673
H 2.9169 2.8826 -1.0412
C 2.7769 -1.9644 -2.1969
O 2.0318 -2.9681 -1.5122
C 0.6341 -2.7804 -1.4894
O 0.0438 -1.6752 -1.5166
O 0.0201 -3.9609 -1.0976
C -1.3456 -3.9203 -0.9328
H 3.8192 -2.2578 -1.8875
H 2.5628 -0.9731 -1.6704
H 2.5651 -1.9162 -3.4214
H -1.8882 -3.9248 -1.8360
H -1.6642 -3.1301 -0.2751
H -1.5307 -4.8476 -0.4915
C 0.3322 0.4585 -4.4346
O -0.4349 1.4824 -3.9938
C -0.2505 1.8778 -2.6733
O 0.2105 1.2169 -1.8421
O -0.7471 3.0763 -2.4506
C -0.8174 3.6085 -1.1996
H -0.1077 -0.5585 -3.9772
H 1.3868 0.5349 -4.2107
H 0.5166 0.4916 -5.4770
H -0.9412 4.6303 -1.3895
H 0.0953 3.5382 -0.8878
H -1.8181 3.2578 -0.6867
C -2.6653 2.4920 2.4034
O -3.4721 1.9591 1.4271
C -3.0073 1.1530 0.5008
O -1.9157 0.7243 0.5251
O -3.9157 0.7696 -0.3820
C -3.6192 -0.1549 -1.3156
H -3.1254 3.1252 3.0784
H -1.6047 2.8859 2.0625
H -2.3758 1.7759 3.2757
H -2.9798 0.3771 -2.1917
H -4.4737 -0.3254 -1.9653
H -3.1156 -1.2228 -0.8121
C 2.5657 -2.7502 2.1458
O 1.3046 -2.7180 2.7360
C 0.2364 -2.0559 2.2466
O 0.3009 -1.3069 1.2621
O -0.8410 -2.0031 3.0293
C -1.9362 -1.0790 2.8506
H 2.5109 -3.7281 1.3750
H 3.4194 -2.9285 2.8048
H 2.7657 -1.8118 1.7111
H -2.3694 -1.3693 1.9755
H -1.6103 -0.1044 2.9609
H -2.4146 -1.2454 3.7201
*
```

Values from the calculation:
DFT total energy: -1725.335539 Eh
relative energy (zero: lowest compared OMol25 entry of this formula, charge and spin): 5.247 eV
HOMO-LUMO gap: 0.434 Eh
HOMO energy: -0.504 Eh

These are the Mulliken partial charges, in e, on atoms 1 to 4: 0.7674 0.0699 -0.3680 0.4440